A cluster of 2 separate species, C4H8O4 in total in a non-equilibrium geometry, computed with ωB97M-V/def2-TZVPD.

Structure (XYZ):
```
16
Properties=species:S:1:pos:R:3
C -0.3153 -0.8075 -0.5929
C -0.8540 -1.3440 0.5281
C -1.1024 0.0699 -1.5221
C 1.0228 1.0641 0.9624
O 0.8230 -1.3555 -1.1502
O 1.0533 2.2205 0.2794
O -0.0405 1.0924 1.8369
O 1.9821 0.3292 1.1133
H 1.4360 -1.6053 -0.4360
H 1.9157 2.2143 -0.1737
H 0.1384 0.3615 2.4564
H -0.3151 -2.0705 1.1248
H -1.8468 -1.0581 0.8594
H -1.6059 0.8653 -0.9654
H -0.4398 0.5375 -2.2567
H -1.8517 -0.5138 -2.0638
```

Its energy above the lowest of the compared OMol25 structures with the same formula, charge and spin is 44.9 kcal/mol. The molecular weight comes out at 120.1 g mol⁻¹. The calculation puts the LUMO energy at 0.52 eV. Its charge is 0. Its SMILES is C=C(C)O.O=C(O)O.

Results of the natural (NBO) charge analysis, in e, for atoms 1 through 2: C 0.309; C -0.518

=====

The molecule C4H8O5 in a non-equilibrium geometry, computed with ωB97M-V/def2-TZVPD.

Structure (XYZ):
```
17
Properties=species:S:1:pos:R:3
C 1.5814 -0.6281 0.7277
C 0.8997 0.5768 0.1959
C -0.5337 0.5923 -0.2881
C -1.3336 -0.7377 -0.2368
H 0.8538 -1.9730 -0.2774
H 0.9336 -0.9584 1.4017
H 2.4520 -0.1928 0.9547
H 0.8901 1.3930 1.1969
H 1.4456 2.1381 -1.1297
H -0.6898 0.9692 -1.3859
H -2.1053 1.4798 0.1970
H -3.0167 -1.3721 -0.1781
O 1.8874 -1.5804 -0.2172
O 1.6768 1.0184 -0.9294
O -1.3113 1.6052 0.4299
O -2.6450 -0.5119 -0.1876
O -0.9849 -1.8183 -0.2736
```

Its energy above the lowest of the compared OMol25 structures with the same formula, charge and spin is 102.4 kcal/mol. The molecular weight comes out at 136.1 g mol⁻¹. The calculation puts the LUMO energy at 0.39 eV. Its charge is 0. Its SMILES is O=C(O)[C@@H](O)[C@H](O)CO.

Results of the natural (NBO) charge analysis, in e, for atoms 1 through 2: C -0.104; C 0.082

=====

The molecule C4H8O6P2 in a non-equilibrium geometry, computed with ωB97M-V/def2-TZVPD.

Structure (XYZ):
```
20
Properties=species:S:1:pos:R:3
C 0.1187 2.0227 -0.3982
C 1.5414 1.8127 -0.6516
C -1.1850 -1.6620 0.6554
C -0.4686 -0.5689 -0.1534
O 0.2840 0.8238 2.0522
O -2.8754 4.0798 -1.0206
O -0.6218 2.6396 -1.1759
O -1.2411 3.5656 1.0715
O -2.1135 1.1789 1.2066
O -2.7878 1.8106 0.1507
P -0.5555 0.9139 0.8846
P -2.0983 3.3086 -0.0749
H 1.9007 0.8349 -0.7533
H 1.8156 2.1320 0.2868
H 1.9978 2.2851 -1.5643
H -1.1791 -2.6409 0.0809
H -0.8213 -1.7178 1.6447
H -2.2159 -1.4550 0.6447
H -0.7462 -0.4292 -1.1337
H 0.6527 -0.7593 -0.0445
```

Its energy above the lowest of the compared OMol25 structures with the same formula, charge and spin is 37.8 kcal/mol. The molecular weight comes out at 214.1 g mol⁻¹. The calculation puts the LUMO energy at -1.17 eV. Its charge is 0.

Results of the natural (NBO) charge analysis, in e, for atoms 1 through 2: C 0.353; C -0.742